<one>
Computed, not measured: an isolated ion of composition C6H12N3 and charge +1, with ωB97M-V with the def2-TZVPD basis set.

Last column: Mulliken charge in e.
Geometry (Å):
C1 -2.1378 1.3551 -0.9615  -0.7968
C2 -1.1214 0.4964 -1.0287  -0.4707
C3 -0.2746 0.1743 0.0530  0.3473
C4 -0.1074 -1.3089 0.1305  0.8565
C5 -1.1081 -2.2255 0.6903  -1.3188
N1 1.0142 -1.7234 -0.3287  -0.5700
C6 1.7747 -0.6146 -0.9081  -0.5405
N2 1.1395 0.6753 -0.3273  -0.2591
N3 2.0411 1.2350 0.6713  -0.2109
H1 -2.6417 1.6002 -1.8207  0.3434
H2 -2.4812 1.7899 0.0612  0.2132
H3 -0.7909 0.0311 -1.9521  0.2181
H4 -0.5465 0.6835 1.0535  0.4089
H5 -1.9450 -2.5008 -0.0044  0.3145
H6 -1.5641 -1.8977 1.5828  0.3842
H7 -0.6559 -3.2747 0.7796  0.3548
H8 2.9028 -0.6851 -0.6915  0.3371
H9 1.4423 -0.4964 -1.9715  0.3036
H10 3.0550 1.0134 0.5906  0.3663
H11 1.7777 0.9437 1.6106  0.3373
H12 1.7995 2.2193 0.4181  0.3815

LUMO ... -3.69 eV
Charge ... +1
SMILES ... C=C[C@H]1C(C)=NCN1[NH3+]

***

<two>
Computed, not measured: an isolated ion of composition C6H12N3 and charge +1, with ωB97M-V with the def2-TZVPD basis set.

Last column: Mulliken charge in e.
Geometry (Å):
C1 -3.7376 -0.0948 0.5050  -1.2108
C2 -2.3599 -0.2498 0.0264  -0.0906
C3 -1.4508 0.6637 -0.1334  -0.1814
C4 -0.0300 0.3548 -0.4392  0.8643
N1 0.3456 -0.7863 -1.0009  -0.3172
N2 0.9516 1.3038 -0.2716  -0.1673
C5 2.3432 1.0578 -0.4420  -0.1879
C6 3.1110 0.0455 -0.0296  -0.3421
N3 2.7669 -1.0609 0.8542  -0.4675
H1 -4.4874 -0.6655 -0.1359  0.3301
H2 -3.7984 -0.3610 1.6054  0.2929
H3 -4.0174 0.9687 0.5448  0.3501
H4 -1.9997 -1.3506 -0.1342  0.0707
H5 -1.6796 1.7483 0.0778  0.2366
H6 1.2877 -1.0403 -0.6905  0.3567
H7 -0.3308 -1.4803 -1.2171  0.2331
H8 0.6960 2.2231 -0.1131  0.2172
H9 2.7793 1.8790 -1.0812  0.3315
H10 4.1117 -0.1722 -0.4737  0.2946
H11 3.2917 -1.9351 0.9149  0.1941
H12 2.2068 -1.0480 1.6340  0.1930

LUMO ... -3.94 eV
Charge ... +1
SMILES ... C/C=C/C(=[NH2+])N/C=C\N

***

<three>
Computed, not measured: a 2-piece molecular cluster, C6H12N3 overall, with ωB97M-V with the def2-TZVPD basis set.

Last column: Mulliken charge in e.
Geometry (Å):
C1 3.9226 -1.1804 0.3726  -0.7590
C2 2.9924 -0.2018 0.3436  -0.0898
C3 1.5169 -0.3816 0.3099  -0.0280
C4 -1.5719 -0.6646 -1.1251  -0.3421
C5 0.4602 2.5640 -0.7746  -0.3071
C6 -3.0649 -0.6843 0.8027  -0.7802
N1 0.4118 1.6567 0.1170  -0.5877
N2 -2.2108 -1.2673 -0.2275  0.0391
N3 0.4853 0.3706 0.1862  0.0880
H1 4.9257 -1.0211 0.4768  0.3381
H2 3.6502 -2.2633 0.0777  0.1735
H3 3.3397 0.7892 0.2240  0.3242
H4 1.1453 -1.3972 0.3505  0.3523
H5 -1.6928 0.3869 -1.2574  0.3580
H6 0.4929 2.4178 -1.8380  0.3241
H7 -0.8555 -1.2270 -1.7938  0.3244
H8 -0.0605 3.5610 -0.5744  0.2599
H9 -4.0880 -0.6480 0.3534  0.3298
H10 -2.6870 0.2163 1.2036  0.3529
H11 -2.9592 -1.4504 1.6797  0.2956
H12 -2.1284 -2.2613 -0.1166  0.3339

LUMO ... -4.42 eV
Charge ... +1

***

Need the numbers? Relative energies in kJ/mol: <one> 258.1; <two> 0.0; <three> 357.4.